{"formula": "C33H48O6", "method": "ωB97M-V/def2-TZVPD", "symbols": ["C", "C", "C", "C", "C", "C", "C", "C", "C", "C", "C", "C", "C", "C", "C", "O", "C", "C", "C", "O", "C", "C", "C", "C", "C", "C", "C", "O", "O", "C", "C", "C", "O", "C", "O", "C", "C", "C", "C", "H", "H", "H", "H", "H", "H", "H", "H", "H", "H", "H", "H", "H", "H", "H", "H", "H", "H", "H", "H", "H", "H", "H", "H", "H", "H", "H", "H", "H", "H", "H", "H", "H", "H", "H", "H", "H", "H", "H", "H", "H", "H", "H", "H", "H", "H", "H", "H"], "positions_angstrom": [[-5.62253, -0.39307, 1.20230], [-4.50472, -1.32894, 1.66097], [-3.46213, -1.51172, 0.58505], [-3.29859, -2.70641, 0.00854], [-2.28047, -3.09916, -1.01561], [-2.93042, -3.97257, -2.08834], [-1.14455, -3.88061, -0.31747], [-0.34434, -2.98985, 0.56997], [0.98419, -2.97498, 0.63416], [1.78503, -2.04658, 1.43279], [3.11919, -2.58505, 1.86215], [1.33040, -0.81658, 1.68809], [1.99838, 0.29464, 2.44902], [1.04124, 0.87135, 3.49308], [2.30915, 1.31629, 1.36508], [1.46730, 2.07772, 0.95272], [3.72726, 1.33131, 0.82557], [4.36023, 2.61922, 1.36910], [3.71019, 1.32119, -0.72759], [4.76816, 2.05031, -1.29299], [3.65856, -0.12560, -1.26780], [5.01984, -0.82067, -1.17760], [3.17486, -0.11491, -2.73401], [1.67865, -0.17185, -2.80202], [1.06166, -1.48542, -2.44918], [0.95315, 0.90205, -3.13007], [-0.51529, 0.94977, -3.13421], [-1.25061, 0.05217, -2.77709], [-0.96089, 2.12284, -3.57097], [-2.70749, -0.32921, 0.18389], [-2.43120, 0.70643, 0.97292], [-1.74095, 1.95830, 0.49591], [-1.98041, 2.16016, -0.89635], [-3.16496, 2.61465, -1.28919], [-3.41688, 2.67307, -2.47603], [-4.09050, 3.11739, -0.25652], [-3.63343, 3.43788, 0.95049], [-2.20050, 3.17936, 1.30525], [-1.33570, 4.40637, 0.99918], [-6.10779, -0.79672, 0.31671], [-6.36919, -0.27937, 1.98540], [-5.22415, 0.58861, 0.95572], [-4.93228, -2.29951, 1.91961], [-4.03994, -0.92272, 2.56256], [-3.92034, -3.52806, 0.34679], [-1.85342, -2.21596, -1.49450], [-3.34334, -4.88017, -1.65052], [-2.20005, -4.25426, -2.84338], [-3.73378, -3.42679, -2.57691], [-0.49874, -4.33968, -1.06853], [-1.59376, -4.68380, 0.27701], [-0.92376, -2.31022, 1.17919], [1.55214, -3.70229, 0.06615], [3.61460, -1.93967, 2.58107], [3.77003, -2.70146, 0.99569], [2.98974, -3.56798, 2.31300], [0.36739, -0.52996, 1.28699], [2.91845, -0.03853, 2.93117], [0.73094, 0.09239, 4.18528], [0.16138, 1.27827, 3.00153], [1.52672, 1.66831, 4.05264], [4.28267, 0.46914, 1.20391], [4.30880, 2.63468, 2.45631], [5.40191, 2.69435, 1.06876], [3.82484, 3.47974, 0.97685], [2.80651, 1.85251, -1.04721], [5.59545, 1.60017, -1.08780], [2.93754, -0.67679, -0.65686], [5.71833, -0.39712, -1.89752], [4.90947, -1.87780, -1.40888], [5.44994, -0.74027, -0.18038], [3.55730, 0.78306, -3.22128], [3.58349, -0.98644, -3.25063], [1.81331, -2.26816, -2.38160], [0.31373, -1.76147, -3.18878], [0.54282, -1.41148, -1.49495], [1.42832, 1.83449, -3.39581], [-1.93030, 2.21884, -3.40252], [-2.37116, -0.29593, -0.84451], [-2.69585, 0.70979, 2.02149], [-0.64959, 1.85756, 0.55993], [-5.10340, 3.29857, -0.57831], [-4.26721, 3.90779, 1.68936], [-2.11444, 2.94670, 2.37091], [-1.39902, 4.65665, -0.05735], [-0.29813, 4.18853, 1.23960], [-1.66710, 5.26318, 1.58138]], "forces_ev_per_angstrom": [[0.06, -0.05, 0.16], [-0.08, 0.04, -0.16], [-0.34, -0.47, 0.32], [0.15, 0.24, -0.03], [-0.04, -0.26, -0.08], [0.11, 0.25, 0.04], [-0.06, 0.17, -0.08], [0.22, -0.23, 0.00], [-0.36, -0.14, 0.00], [0.05, 0.29, 0.16], [-0.12, 0.16, 0.10], [0.24, -0.21, 0.11], [-0.39, 0.09, 0.17], [0.19, -0.06, -0.07], [0.47, -0.36, 0.25], [-0.06, 0.16, -0.05], [0.03, 0.40, -0.52], [-0.02, -0.17, -0.01], [-0.53, -0.46, 0.33], [0.45, 0.14, -0.18], [0.17, 0.25, -0.21], [-0.29, 0.12, 0.14], [-0.10, 0.10, 0.13], [-0.11, 0.16, -0.20], [-0.12, -0.03, 0.03], [0.23, 0.10, 0.02], [-0.21, -0.13, 0.02], [-0.09, -0.17, -0.01], [-0.07, 0.34, -0.25], [0.31, 0.22, -0.09], [0.13, -0.04, -0.23], [0.19, -0.09, 0.69], [0.20, 0.11, -0.29], [-0.24, 0.12, -0.18], [-0.03, -0.05, 0.08], [-0.04, 0.10, 0.17], [0.04, -0.10, -0.01], [0.21, -0.02, -0.35], [-0.05, -0.15, 0.11], [-0.07, -0.01, -0.09], [-0.11, 0.06, 0.04], [-0.05, 0.08, -0.03], [0.09, 0.00, 0.06], [0.00, -0.05, 0.08], [-0.12, -0.09, 0.12], [0.04, 0.04, 0.00], [-0.05, -0.11, 0.04], [0.06, -0.07, -0.10], [-0.10, -0.01, -0.09], [0.02, -0.07, -0.02], [-0.03, -0.07, -0.05], [-0.01, 0.14, 0.17], [0.03, -0.12, -0.18], [0.10, 0.02, 0.04], [0.10, -0.05, -0.08], [0.05, -0.08, 0.02], [-0.17, 0.04, -0.16], [0.01, 0.03, -0.11], [-0.04, -0.04, 0.07], [-0.10, 0.04, -0.02], [-0.03, 0.11, 0.08], [-0.09, -0.04, 0.03], [0.03, 0.06, 0.13], [0.04, 0.03, 0.03], [-0.02, 0.09, -0.01], [0.08, -0.08, 0.08], [0.02, 0.05, -0.06], [0.00, -0.03, 0.02], [0.10, 0.01, -0.08], [0.05, -0.09, -0.03], [0.12, -0.04, 0.10], [0.05, -0.02, -0.05], [0.01, -0.02, -0.06], [0.12, -0.09, 0.05], [-0.06, -0.09, 0.01], [-0.04, -0.09, 0.03], [0.18, 0.06, -0.02], [0.20, -0.21, 0.11], [0.05, 0.11, -0.14], [-0.13, -0.07, 0.15], [-0.28, 0.08, 0.05], [-0.07, 0.04, -0.04], [-0.17, 0.07, 0.00], [-0.02, -0.09, -0.07], [0.01, 0.06, -0.08], [0.12, 0.03, 0.03], [0.00, 0.11, 0.02]], "nbo_charge": [-0.60, -0.42, -0.06, -0.09, -0.29, -0.59, -0.42, -0.13, -0.24, 0.00, -0.64, -0.19, -0.36, -0.59, 0.67, -0.59, -0.35, -0.59, 0.11, -0.71, -0.24, -0.62, -0.44, 0.14, -0.67, -0.36, 0.78, -0.65, -0.70, -0.25, -0.17, 0.03, -0.49, 0.78, -0.61, -0.34, -0.08, -0.28, -0.60, 0.21, 0.21, 0.21, 0.21, 0.20, 0.18, 0.23, 0.20, 0.21, 0.22, 0.21, 0.21, 0.20, 0.20, 0.21, 0.22, 0.22, 0.22, 0.21, 0.22, 0.21, 0.21, 0.20, 0.20, 0.22, 0.23, 0.21, 0.46, 0.22, 0.21, 0.22, 0.20, 0.23, 0.21, 0.20, 0.25, 0.24, 0.22, 0.52, 0.26, 0.19, 0.25, 0.24, 0.21, 0.22, 0.22, 0.23, 0.21], "homo_lumo_gap_ev": 8.793, "homo_ev": -8.286, "e_above_lowest_kcal_mol": 0.0, "e_tot_ev": -47284.479}